No. 1
{
  "formula": "Cl6HgO28S",
  "method": "ωB97M-V/def2-TZVPD",
  "largest_force_ev_per_a": 4.5,
  "total_charge": -6,
  "e_tot_ev": -147408.4769,
  "homo_lumo_gap_ev": 4.023,
  "e_homo_ev": 8.0,
  "e_lumo_ev": 11.98,
  "elements": ["Hg", "S", "O", "O", "O", "O", "Cl", "O", "O", "O", "O", "Cl", "O", "O", "O", "O", "Cl", "O", "O", "O", "O", "Cl", "O", "O", "O", "O", "Cl", "O", "O", "O", "O", "Cl", "O", "O", "O", "O"],
  "coordinates": [[0.04484, 0.28743, -0.33207], [3.13751, -1.58539, -0.22926], [2.88545, -2.83738, 0.51942], [3.27299, -1.79670, -1.66351], [1.96326, -0.67590, -0.04236], [4.35153, -0.98857, 0.36032], [-1.61354, 3.99580, -0.16757], [-1.57476, 4.55708, 1.13331], [-2.95690, 3.51549, -0.45526], [-1.31211, 4.90878, -1.24041], [-0.63273, 2.91514, -0.21153], [-1.02065, -3.52317, 1.21808], [-0.54418, -2.19299, 0.91735], [-0.21051, -4.06539, 2.28345], [-2.43792, -3.41320, 1.61743], [-0.97088, -4.42269, 0.13261], [1.11176, 0.27189, 3.71119], [-0.20583, 0.01868, 4.14443], [0.99263, 0.99255, 2.42491], [1.81339, 1.02005, 4.70498], [1.93830, -0.91113, 3.50388], [1.75067, 2.48981, -3.24440], [1.67819, 3.87872, -2.86492], [1.53019, 1.63270, -2.07515], [0.80835, 2.16385, -4.27584], [3.08071, 2.25507, -3.70010], [-3.07448, 0.69957, 2.06483], [-2.01133, 0.58446, 1.07204], [-2.75439, 1.78703, 2.97286], [-4.27367, 1.04086, 1.33386], [-3.26754, -0.48733, 2.79113], [-0.28622, -2.40322, -3.27678], [-0.36407, -1.47638, -2.17755], [-1.60629, -2.59378, -3.90805], [0.58955, -1.95027, -4.28181], [0.16868, -3.69149, -2.75950]],
  "forces_ev_per_a": [[1.4, -0.9, 0.9], [0.8, -2.4, 0.7], [-0.2, 0.1, -0.5], [0.5, -0.2, -1.0], [-1.7, 2.0, 0.8], [0.3, 1.1, -0.1], [-0.6, -2.8, -1.7], [0.1, 1.5, 0.9], [0.3, -0.1, 0.5], [0.6, 1.4, 0.2], [-0.5, 0.3, -0.1], [-0.7, 1.9, 1.5], [-0.2, -0.7, -0.3], [-0.3, -0.3, 0.6], [0.5, -0.4, 0.3], [0.2, -1.0, -1.9], [1.5, -1.3, -4.0], [-1.4, -0.8, 1.2], [0.5, -0.1, 1.5], [0.7, 2.1, 1.5], [-1.2, 0.3, 0.3], [0.0, -1.0, 2.2], [-0.6, 0.5, -0.1], [-0.2, 0.8, -0.9], [-0.5, 0.3, -0.5], [1.3, -0.3, -1.0], [1.0, 2.3, -1.0], [-0.1, -0.4, 0.2], [-0.2, -0.3, -0.2], [-0.8, -0.1, 0.0], [-0.2, -1.5, 0.7], [-0.6, -2.5, 1.4], [-0.5, 0.3, -0.4], [0.0, 0.3, 0.4], [1.3, 0.9, -1.4], [-0.5, 0.9, -0.7]],
  "nbo_charge": [1.73, 2.61, -1.08, -1.09, -1.19, -1.11, 2.56, -0.87, -0.89, -0.90, -0.88, 2.56, -0.84, -0.89, -0.93, -0.88, 2.55, -0.86, -0.88, -0.95, -0.85, 2.56, -0.89, -0.86, -0.88, -0.91, 2.58, -0.92, -0.88, -0.91, -0.84, 2.56, -0.88, -0.94, -0.87, -0.85]
}

***

No. 2
{
  "formula": "Cl6Zr",
  "method": "ωB97M-V/def2-TZVPD",
  "e_above_lowest_kj_mol": 285.5,
  "largest_force_ev_per_a": 9.1,
  "total_charge": -2,
  "e_tot_ev": -76422.8623,
  "homo_lumo_gap_ev": 5.495,
  "e_homo_ev": -0.2,
  "e_lumo_ev": 5.29,
  "elements": ["Zr", "Cl", "Cl", "Cl", "Cl", "Cl", "Cl"],
  "coordinates": [[-3.01808, -3.48090, -4.85347], [-5.77616, -4.35383, -3.15122], [-3.25658, -5.89447, -5.29229], [-4.11206, -1.75884, -3.43736], [-0.66621, -3.04128, -5.21940], [-3.01233, -4.97806, -1.99460], [-3.49084, -3.39990, -6.89134]],
  "forces_ev_per_a": [[-0.3, -2.4, 8.8], [-0.7, 0.0, -1.1], [0.4, 0.1, 0.2], [1.1, 0.3, -1.1], [0.0, 0.1, 0.2], [1.3, 0.5, -0.5], [-1.8, 1.4, -6.4]],
  "nbo_charge": [1.57, -0.84, -0.53, -0.51, -0.54, -0.80, -0.35]
}

***

No. 3
{
  "formula": "ClCu4O8P",
  "method": "ωB97M-V/def2-TZVPD",
  "largest_force_ev_per_a": 7.1,
  "total_charge": 0,
  "e_tot_ev": -216736.0938,
  "homo_lumo_gap_ev": 1.769,
  "e_homo_ev": -6.0,
  "e_lumo_ev": -4.19,
  "elements": ["Cu", "Cu", "Cu", "Cu", "P", "O", "O", "O", "O", "Cl", "O", "O", "O", "O"],
  "coordinates": [[0.26172, 1.51585, 1.89840], [0.74239, -2.49216, 0.70153], [4.42967, -0.49570, -2.90746], [-1.85248, 0.73074, -0.85176], [-1.89604, -1.27895, 1.17017], [-2.99089, -0.31466, 0.69187], [-0.93486, -0.24318, 1.61981], [-1.31197, -2.31448, 0.14762], [-2.73753, -1.79558, 2.29767], [1.27501, 1.28977, -0.97064], [2.18530, 1.21318, -2.15420], [0.93889, -0.02777, -0.52898], [1.78855, 2.10884, 0.08128], [0.10224, 2.10409, -1.19532]],
  "forces_ev_per_a": [[-0.9, -1.7, -0.8], [-2.2, 0.6, -0.4], [-0.5, 0.3, 0.2], [-0.5, -0.6, 1.5], [-3.5, -0.9, 0.5], [-0.9, 1.8, -4.8], [6.2, 3.1, 1.6], [1.8, 0.5, 0.8], [0.7, -2.3, 1.3], [0.1, 1.2, -1.1], [-1.1, 0.1, 1.7], [0.3, -0.3, -0.3], [3.1, -0.5, 2.4], [-2.5, -1.4, -2.6]],
  "nbo_charge": [0.94, 0.89, 0.60, 0.81, 2.47, -1.13, -1.36, -1.25, -1.03, 2.53, -0.86, -0.83, -0.90, -0.88]
}

***

No. 4
{
  "formula": "ClCuF",
  "method": "ωB97M-V/def2-TZVPD",
  "s2": 0.754,
  "e_above_lowest_kj_mol": 0.0,
  "spin_multiplicity": 2,
  "largest_force_ev_per_a": 3.1,
  "total_charge": 0,
  "e_tot_ev": -59878.9994,
  "homo_lumo_gap_ev": [11.990, 7.923],
  "e_homo_ev": [-11.8, -11.7],
  "e_lumo_ev": [0.15, -3.74],
  "elements": ["Cu", "F", "Cl"],
  "coordinates": [[-0.06899, -0.04188, 0.00091], [-1.24899, -1.02987, -0.74715], [1.31799, 1.07176, 0.74624]],
  "forces_ev_per_a": [[-1.9, -1.4, -0.8], [-0.4, -0.3, -0.3], [2.3, 1.8, 1.1]],
  "nbo_charge": [1.36, -0.76, -0.60]
}

***

No. 5
{
  "formula": "ClF3Si",
  "method": "ωB97M-V/def2-TZVPD",
  "e_above_lowest_kj_mol": 161.6,
  "largest_force_ev_per_a": 4.0,
  "total_charge": 0,
  "e_tot_ev": -28557.5407,
  "homo_lumo_gap_ev": 9.989,
  "e_homo_ev": -11.7,
  "e_lumo_ev": -1.67,
  "elements": ["F", "Si", "F", "F", "Cl"],
  "coordinates": [[-1.00353, -1.19511, -0.66714], [-0.14971, 0.01390, -0.06146], [-0.26977, -0.07809, 1.45460], [-1.01082, 1.22424, -0.56206], [2.43384, 0.03506, -0.16395]],
  "forces_ev_per_a": [[1.5, 0.4, 0.1], [1.5, -0.8, -1.4], [0.1, 0.0, 1.8], [0.9, 0.5, -0.2], [-4.0, 0.0, -0.3]],
  "nbo_charge": [-0.64, 2.40, -0.65, -0.64, -0.47]
}

***

No. 6
{
  "formula": "ClF3Si",
  "method": "ωB97M-V/def2-TZVPD",
  "e_above_lowest_kj_mol": 592.1,
  "largest_force_ev_per_a": 5.4,
  "total_charge": 0,
  "e_tot_ev": -28553.0788,
  "homo_lumo_gap_ev": [7.349, 7.360],
  "e_homo_ev": [-10.6, -10.6],
  "e_lumo_ev": [-3.25, -3.25],
  "elements": ["F", "F", "F", "Si", "Cl"],
  "coordinates": [[-0.80137, -1.19735, -2.37795], [0.98854, -0.95620, 0.82585], [-1.19303, 0.18934, 1.31769], [0.07191, 0.16372, 0.25920], [0.93395, 1.80050, -0.02479]],
  "forces_ev_per_a": [[0.7, 1.3, 2.3], [0.2, -0.2, -0.5], [1.8, 0.2, -2.3], [-3.7, -3.7, 1.4], [1.1, 2.5, -0.9]],
  "nbo_charge": [-0.69, -0.62, -0.62, 2.20, -0.27]
}

***

No. 7
{
  "formula": "ClF4O4Sr3",
  "method": "ωB97M-V/def2-TZVPD",
  "e_above_lowest_kj_mol": 598.1,
  "largest_force_ev_per_a": 4.6,
  "total_charge": 1,
  "e_tot_ev": -34078.9061,
  "homo_lumo_gap_ev": 5.706,
  "e_homo_ev": -11.3,
  "e_lumo_ev": -5.60,
  "elements": ["Sr", "Sr", "Sr", "F", "F", "F", "F", "Cl", "O", "O", "O", "O"],
  "coordinates": [[17.25365, -8.96600, 17.43820], [20.74612, -11.20570, 18.96412], [21.56793, -8.12320, 16.28010], [17.67404, -9.29987, 19.80757], [21.65445, -7.40759, 18.72874], [18.36285, -6.74679, 18.28667], [19.76345, -9.21184, 17.90453], [19.76449, -12.79005, 16.14186], [19.38002, -13.63410, 15.07773], [19.43721, -11.39185, 15.97949], [19.00476, -13.17966, 17.32503], [21.12816, -12.88601, 16.60748]],
  "forces_ev_per_a": [[2.0, 1.9, 3.7], [-2.0, 1.0, -0.7], [-1.4, 1.2, 3.8], [-0.3, -1.0, -1.9], [0.9, -1.3, -2.7], [-1.0, -1.5, -1.9], [1.2, -1.5, -1.4], [-2.8, -1.4, 2.9], [1.1, 0.8, -0.5], [0.5, 1.3, -1.3], [-0.3, 0.1, 0.7], [1.9, 0.5, -0.7]],
  "lowdin_charge": [1.56, 1.70, 1.65, -0.76, -0.73, -0.74, -0.82, 0.63, -0.23, -0.43, -0.40, -0.42]
}

***

No. 8
{
  "formula": "ClFFeN3O9",
  "method": "ωB97M-V/def2-TZVPD",
  "s2": 6.081,
  "spin_multiplicity": 5,
  "largest_force_ev_per_a": 8.7,
  "total_charge": -3,
  "e_tot_ev": -72505.8812,
  "homo_lumo_gap_ev": [4.320, 2.227],
  "e_homo_ev": [-0.4, -0.4],
  "e_lumo_ev": [3.91, 1.83],
  "elements": ["Fe", "N", "O", "O", "O", "N", "O", "O", "O", "N", "O", "O", "O", "F", "Cl"],
  "coordinates": [[7.03706, -6.49500, -7.75221], [3.52776, -9.77740, -7.60479], [4.53840, -9.23720, -7.82139], [3.28066, -10.89509, -8.16540], [2.58927, -9.27514, -7.00988], [9.09411, -1.71272, -8.10271], [8.68445, -0.81347, -7.37453], [8.61409, -2.77257, -7.80330], [9.92510, -1.65228, -8.86819], [9.89893, -7.65861, -4.01207], [9.12828, -8.01132, -5.00684], [9.44854, -6.95064, -3.15741], [10.99336, -8.16289, -3.91622], [5.16066, -5.42694, -4.83638], [9.72114, -8.71939, -10.04753]],
  "forces_ev_per_a": [[0.1, -0.5, 1.3], [-4.8, -3.5, -1.7], [5.3, 2.9, -0.4], [0.6, -0.8, 0.1], [-1.1, 1.5, 1.8], [-3.3, 0.4, 5.3], [-0.3, 2.7, 0.3], [-2.4, -4.8, 0.5], [5.9, 1.6, -6.2], [-2.7, -2.0, -2.7], [1.0, 0.7, 0.5], [-0.8, 2.1, 2.0], [2.5, -0.8, 0.0], [0.4, 0.0, -1.0], [-0.4, 0.5, 0.1]],
  "nbo_charge": [1.27, 0.73, -0.52, -0.64, -0.56, 0.73, -0.47, -0.38, -0.41, 0.72, -0.64, -0.51, -0.55, -0.86, -0.92]
}

***

No. 9
{
  "formula": "ClFH2NOP",
  "method": "ωB97M-V/def2-TZVPD",
  "e_above_lowest_kj_mol": 181.2,
  "largest_force_ev_per_a": 6.6,
  "total_charge": 0,
  "e_tot_ev": -28099.0354,
  "homo_lumo_gap_ev": 8.972,
  "e_homo_ev": -10.8,
  "e_lumo_ev": -1.81,
  "elements": ["N", "O", "F", "P", "Cl", "H", "H"],
  "coordinates": [[1.28750, -0.25686, -0.83812], [0.16200, 0.42804, 1.38574], [-0.54855, 1.63759, -0.49690], [-0.00243, 0.25150, -0.16965], [-2.40635, -0.88313, 0.09621], [1.40016, -0.60209, -1.67921], [0.10766, -0.57504, 1.70194]],
  "forces_ev_per_a": [[-2.7, 2.2, 5.6], [-0.4, -3.6, 0.6], [-0.4, 0.4, -0.6], [-0.3, -0.9, 0.5], [2.8, 1.1, -0.6], [0.6, -2.0, -5.3], [0.2, 3.0, -0.2]],
  "nbo_charge": [-1.17, -0.95, -0.53, 2.22, -0.50, 0.39, 0.53]
}

***

No. 10
{
  "formula": "ClFN2O2",
  "method": "ωB97M-V/def2-TZVPD",
  "e_above_lowest_kj_mol": 99.3,
  "largest_force_ev_per_a": 3.6,
  "total_charge": 0,
  "e_tot_ev": -22307.0073,
  "homo_lumo_gap_ev": [8.584, 9.081],
  "e_homo_ev": [-10.4, -10.5],
  "e_lumo_ev": [-1.78, -1.41],
  "elements": ["N", "N", "O", "O", "F", "Cl"],
  "coordinates": [[-0.38780, -1.26459, -0.06902], [0.44368, 1.88385, -0.05400], [-0.04798, -1.12199, -1.19506], [-0.94834, -2.14331, 0.49734], [1.61441, 2.07844, 0.70151], [-0.64584, 1.03770, 0.68026]],
  "forces_ev_per_a": [[0.0, -1.0, -0.6], [2.2, 2.0, -2.0], [0.2, 0.0, -0.1], [-0.1, 0.0, 0.2], [-1.1, -0.6, 0.2], [-1.3, -0.3, 2.3]],
  "nbo_charge": [0.50, -0.04, -0.28, -0.27, -0.24, 0.33]
}

***

Question: What is the formula in the tenth record?
Answer: ClFN2O2

***

Question: What is the formula in the second record?
Answer: Cl6Zr

***

Question: What is the formula in the first record?
Answer: Cl6HgO28S